(1)
The following is a quantum chemistry calculation of C39H65CoN6O4PS as an isolated structure, from the Open Molecules 2025 dataset.

```
117
Properties=species:S:1:pos:R:3:forces:R:3
Co 0.864 -0.166 0.519 0.01 -0.19 0.28
C 3.719 -2.342 -1.916 -0.06 0.01 0.05
C 2.379 -2.381 -1.191 0.04 -0.22 -0.16
C 1.926 -3.820 -1.002 -0.09 -0.04 -0.04
O 2.488 -1.755 0.116 0.32 0.17 -0.04
C 1.334 -1.620 -2.019 -0.11 -0.15 0.61
O 0.995 -2.053 -3.110 0.26 -0.27 -0.48
O 0.838 -0.582 -1.466 0.05 0.60 -0.08
H 4.484 -2.818 -1.302 0.04 -0.05 0.01
H 4.028 -1.325 -2.146 0.01 0.01 0.00
H 3.635 -2.884 -2.855 -0.01 -0.02 -0.01
H 2.657 -4.363 -0.403 0.04 -0.02 0.01
H 1.841 -4.292 -1.976 0.02 -0.02 -0.05
H 0.953 -3.875 -0.515 0.15 -0.02 -0.18
H 3.327 -1.276 0.152 -0.01 -0.06 -0.03
C 0.872 4.115 0.476 0.01 0.01 0.06
C 2.268 3.570 0.189 -0.01 -0.05 -0.04
C 2.635 3.755 -1.280 -0.01 -0.05 0.02
P 2.392 1.822 0.788 0.18 -0.06 0.14
C 4.198 1.429 0.661 -0.02 0.07 -0.02
C 4.548 0.975 -0.765 0.03 0.04 -0.02
C 4.565 0.380 1.716 0.01 0.05 0.04
C 2.096 2.035 2.552 0.05 0.08 -0.10
C 2.809 2.955 3.321 -0.03 0.03 0.11
C 2.474 3.235 4.634 -0.03 -0.06 -0.06
C 3.254 4.213 5.466 0.00 0.02 0.02
C 1.352 2.577 5.150 0.07 0.05 -0.03
C 0.640 1.654 4.417 0.02 -0.01 0.08
C 1.021 1.320 3.103 -0.10 -0.02 -0.15
N 0.373 0.360 2.351 0.09 0.05 -0.02
C -0.728 -0.275 2.974 -0.12 0.01 -0.08
C -0.545 -1.312 3.888 -0.01 -0.17 0.01
C 0.828 -1.693 4.367 0.10 0.20 0.16
C -1.661 -1.994 4.372 0.03 -0.01 -0.03
C -2.950 -1.654 3.993 -0.01 0.07 -0.03
C -4.144 -2.403 4.516 -0.01 -0.01 -0.03
C -3.111 -0.571 3.129 -0.03 -0.08 0.10
C -2.025 0.130 2.631 -0.03 0.00 -0.02
C -2.236 1.345 1.770 -0.01 -0.06 -0.12
H 0.805 5.152 0.148 0.00 0.04 0.00
H 0.625 4.074 1.537 0.01 -0.01 0.00
H 0.119 3.545 -0.069 -0.08 -0.07 -0.08
H 2.997 4.111 0.803 -0.06 0.04 -0.01
H 1.950 3.207 -1.928 0.00 0.00 0.00
H 3.648 3.432 -1.502 0.04 0.01 -0.01
H 2.565 4.811 -1.543 -0.02 0.04 -0.01
H 4.749 2.348 0.883 0.04 -0.04 0.04
H 3.684 0.547 -1.277 -0.04 -0.01 -0.02
H 5.345 0.230 -0.755 0.04 -0.02 0.01
H 4.898 1.799 -1.382 0.01 0.00 -0.01
H 3.821 -0.421 1.787 0.00 0.00 0.05
H 4.624 0.820 2.710 -0.04 -0.02 -0.02
H 5.530 -0.071 1.483 0.06 -0.02 0.01
H 3.653 3.476 2.882 0.04 0.04 -0.04
H 4.101 4.612 4.910 0.03 0.02 -0.02
H 3.639 3.745 6.372 0.01 -0.01 0.02
H 2.632 5.054 5.774 -0.01 0.02 0.01
H 1.030 2.799 6.160 -0.01 0.01 0.04
H -0.225 1.176 4.856 0.00 -0.01 0.03
H 1.582 -1.501 3.604 -0.03 0.04 0.09
H 0.864 -2.743 4.655 0.02 -0.01 0.03
H 1.113 -1.099 5.239 -0.04 0.03 0.03
H -1.511 -2.809 5.072 0.00 -0.04 0.05
H -3.850 -3.158 5.242 0.01 -0.04 0.04
H -4.687 -2.904 3.711 -0.02 -0.01 -0.02
H -4.849 -1.729 5.001 -0.03 0.02 0.02
H -4.112 -0.253 2.859 -0.04 0.00 -0.03
H -3.288 1.448 1.505 -0.03 0.03 0.04
H -1.664 1.294 0.841 0.03 -0.03 0.00
H -1.919 2.246 2.299 0.03 0.01 -0.03
C -3.795 2.458 -5.120 -0.05 -0.03 0.00
C -3.595 3.656 -4.197 -0.01 0.00 -0.01
C -2.384 3.564 -3.275 0.01 0.08 0.03
C -2.482 2.537 -2.158 0.00 0.09 0.08
N -2.433 1.157 -2.619 -0.20 -0.22 0.06
C -1.340 0.497 -2.959 0.20 -0.41 -0.10
S 0.215 1.295 -2.865 -0.13 0.03 0.06
N -1.359 -0.744 -3.398 -0.30 0.59 0.07
C -2.531 -1.572 -3.640 0.03 -0.06 0.10
C -2.361 -2.391 -4.913 -0.01 -0.02 0.01
C -2.426 -1.587 -6.211 0.00 -0.03 -0.02
C -1.166 -0.797 -6.549 -0.01 0.03 0.01
H -4.567 2.669 -5.859 -0.03 0.01 -0.03
H -4.105 1.563 -4.579 -0.01 0.00 -0.01
H -2.877 2.219 -5.658 0.05 -0.02 -0.03
H -4.495 3.816 -3.596 -0.02 0.02 0.01
H -3.478 4.552 -4.810 -0.01 0.02 -0.01
H -2.223 4.533 -2.796 0.01 0.02 -0.01
H -1.486 3.358 -3.865 0.04 0.02 -0.01
H -3.424 2.641 -1.618 0.01 0.05 0.00
H -1.671 2.681 -1.441 -0.03 0.02 0.00
H -3.278 0.616 -2.544 -0.02 -0.02 -0.03
H -0.443 -1.205 -3.444 0.13 -0.13 -0.21
H -3.412 -0.939 -3.743 -0.06 0.04 0.00
H -2.687 -2.223 -2.776 -0.03 0.06 -0.02
H -3.156 -3.141 -4.912 -0.01 0.00 0.00
H -1.416 -2.941 -4.858 0.02 -0.03 0.00
H -3.288 -0.914 -6.173 -0.03 0.00 -0.01
H -2.626 -2.286 -7.026 0.00 0.01 -0.01
H -0.971 0.005 -5.838 0.00 0.01 0.01
H -1.252 -0.346 -7.537 0.00 0.02 -0.05
H -0.291 -1.448 -6.558 0.05 -0.03 0.01
C -1.417 -5.151 2.204 -0.03 -0.01 0.05
N -1.231 -3.962 1.408 0.09 -0.07 -0.13
C -2.288 -3.355 0.633 -0.09 -0.04 0.02
C -1.619 -2.073 0.158 -0.06 0.00 0.27
O -2.144 -1.242 -0.545 -0.07 0.30 -0.17
N -0.347 -2.019 0.678 -0.19 0.01 -0.36
C -0.174 -3.142 1.377 0.30 0.08 0.51
N 0.979 -3.399 1.999 -0.15 -0.23 -0.20
H -2.275 -5.021 2.865 -0.01 0.00 0.00
H -0.548 -5.331 2.832 0.01 -0.01 0.01
H -1.579 -6.024 1.571 0.00 0.00 0.01
H -3.159 -3.120 1.248 0.00 0.03 0.00
H -2.595 -3.978 -0.211 0.00 0.01 0.02
H 1.763 -2.806 1.766 -0.09 -0.05 -0.04
H 1.179 -4.313 2.367 -0.05 0.05 0.03
```
Forces are in eV/Å.

Values from the calculation:
**2S+1**: 5
**LUMO level (spin up / spin down)**: -1.68 / -4.35 eV
**Energy relative to the best compared isomer or geometry (same formula, charge and spin)**: 0.000 eV
**Total energy**: -4276.8229 a.u.
**E_HOMO (spin up / spin down)**: -9.128 / -9.172 eV
**Total charge**: +1
**Expectation value of S²**: 6.01
**Kohn-Sham gap (spin up / spin down)**: 7.45 / 4.82 eV
**F_max**: 0.67 eV Å⁻¹

Here are the Mulliken charges for atoms 1 to 6, given in e: Co 0.8643; C -1.7703; C 1.8068; C -2.0786; O -0.7106; C -0.2247

---

(2)
The following is a quantum chemistry calculation of a 5-piece molecular cluster, C39H67Br2N2O22PS overall in a non-equilibrium geometry, from the Open Molecules 2025 dataset.

```
134
Properties=species:S:1:pos:R:3:forces:R:3
C -2.234 -3.109 6.559 -1.03 -0.16 1.50
O -2.879 -3.092 5.272 1.21 0.05 -0.13
C -1.967 -2.805 4.193 0.30 -0.06 -0.29
C -2.339 -1.446 3.387 1.08 -0.96 0.28
C -1.013 -0.988 2.646 0.35 -0.68 -0.53
C -0.769 0.631 2.557 0.16 -1.86 -0.39
N -1.974 1.433 2.640 -0.46 0.27 0.72
C 0.194 0.834 1.270 1.41 -1.25 0.88
C -0.454 0.752 -0.171 -0.47 0.25 -1.96
C -2.000 0.446 -0.374 0.12 -0.52 -1.90
C -2.387 -1.111 -0.613 -2.61 0.11 1.66
N -1.436 -2.167 -0.946 -0.56 1.31 -0.19
O -3.588 -1.403 -0.450 3.30 0.54 -0.37
C 1.467 1.873 1.478 -0.03 -1.30 -1.02
C 2.242 1.760 0.042 -0.01 0.82 0.07
C 3.769 2.154 -0.079 1.48 -0.04 -1.02
C 4.683 0.988 -0.753 0.31 0.17 -0.05
C 6.130 0.825 -0.110 0.86 -0.29 -0.76
C 6.913 2.174 0.214 -0.95 -0.89 0.89
O 8.237 1.752 0.732 -0.81 0.47 2.06
C 8.439 2.441 1.952 0.90 4.06 -0.19
C 8.405 1.807 3.401 0.36 -1.12 0.20
O 8.631 3.680 1.877 -0.63 -3.99 0.42
C 1.123 3.363 1.899 0.02 0.73 2.14
Br 2.591 4.719 1.440 -0.49 -0.73 0.01
C -0.173 4.181 1.547 -1.36 1.65 -1.16
C -1.179 3.807 0.395 -0.20 0.94 -0.77
Br -1.356 4.624 3.154 0.76 -0.25 -0.59
C 2.353 1.140 2.618 1.73 -0.79 0.46
C 3.301 -0.073 2.062 0.17 -0.34 0.40
O 3.465 -1.100 3.093 -0.53 0.22 -1.69
C 3.555 -2.411 2.506 0.69 -1.31 1.23
P 3.661 2.233 3.521 1.85 2.13 0.05
O 2.879 2.894 4.922 1.25 -1.71 -1.28
O 4.908 1.258 4.192 -3.01 0.18 0.78
O 1.695 0.486 3.723 -2.71 0.45 0.22
S 0.192 0.887 4.163 -2.34 -0.76 6.11
O -0.213 -0.136 5.224 1.44 1.33 -3.93
O -0.065 2.177 4.861 1.40 -1.34 -3.26
H -2.224 -2.064 7.037 0.37 -1.39 -0.87
H -1.213 -3.608 6.583 -1.12 0.80 -0.33
H -2.906 -3.744 7.249 0.94 0.90 -1.12
H -1.962 -3.699 3.462 -0.20 1.29 0.95
H -0.918 -2.771 4.640 -1.24 0.40 -0.77
H -3.116 -1.710 2.598 0.67 0.63 1.24
H -2.669 -0.646 4.123 0.24 -1.18 -0.96
H -0.104 -1.504 3.138 -1.30 1.10 -0.59
H -0.977 -1.436 1.583 -0.28 1.01 1.41
H -2.208 1.763 3.597 0.75 -0.09 -0.82
H -2.841 0.971 2.341 0.82 -0.26 -0.04
H 0.777 -0.173 1.298 -0.83 1.70 0.13
H 0.060 -0.073 -0.800 -0.55 1.25 1.35
H -0.266 1.662 -0.849 -0.11 -1.20 1.73
H -2.734 0.982 0.299 0.92 -1.15 -0.61
H -2.277 0.868 -1.420 0.52 -0.47 1.52
H -0.712 -1.879 -1.610 -0.13 -0.09 0.72
H -1.062 -2.659 -0.129 -0.27 0.25 -0.53
H 2.197 0.691 -0.381 -0.46 1.77 0.71
H 1.676 2.503 -0.628 0.74 -1.47 0.99
H 3.877 3.036 -0.814 -0.35 -1.17 1.33
H 4.307 2.487 0.860 -1.12 -0.40 -0.87
H 4.189 -0.040 -0.726 0.55 1.45 0.01
H 4.816 1.229 -1.868 -0.17 -0.38 1.77
H 6.771 0.265 -0.889 -0.90 0.77 1.17
H 6.157 0.139 0.816 -0.19 1.26 -1.20
H 6.402 2.680 1.113 0.49 -0.33 -1.79
H 7.030 2.863 -0.680 -0.13 -0.83 1.20
H 7.490 2.144 3.994 1.07 -0.31 -1.20
H 8.413 0.664 3.411 -0.12 1.56 -0.26
H 9.315 2.136 4.022 -1.30 -0.23 -1.31
H 1.182 3.420 3.055 -0.13 -0.18 -1.85
H 0.095 5.272 1.275 0.00 -2.14 0.59
H -1.890 2.949 0.579 1.28 0.83 -0.09
H -1.857 4.728 0.241 1.10 -1.36 0.36
H -0.589 3.735 -0.589 -0.83 -0.16 1.36
H 2.865 -0.611 1.165 0.47 1.06 0.78
H 4.337 0.346 1.857 -1.37 -0.45 -0.17
H 2.751 -2.653 1.739 1.02 0.61 0.68
H 3.398 -3.156 3.371 0.17 1.20 -1.24
H 4.623 -2.629 2.130 -1.67 0.45 0.11
H 3.618 3.081 5.542 -0.66 0.07 -0.44
H 4.482 0.818 4.974 0.79 -0.13 -0.76
C 3.635 9.624 -1.710 -0.30 0.19 0.31
C 3.481 8.120 -1.665 0.50 1.04 0.06
C 3.623 7.458 -3.005 0.56 -0.12 -0.38
O 2.819 6.292 -2.856 -0.47 -0.01 0.34
C 1.871 6.587 -1.924 -0.73 -0.41 0.33
O 0.911 5.907 -1.697 0.62 0.35 -0.22
O 2.154 7.756 -1.288 -0.21 -0.78 -0.35
H 3.525 10.045 -0.708 0.12 -0.05 -0.08
H 4.614 9.910 -2.102 -0.04 -0.10 0.04
H 2.857 10.080 -2.328 0.09 -0.15 -0.08
H 4.172 7.691 -0.931 -0.05 -0.08 -0.09
H 4.656 7.189 -3.228 -0.16 -0.16 0.00
H 3.223 8.054 -3.831 0.00 0.10 0.14
C -4.677 -3.704 -2.550 0.07 -0.13 -0.53
C -5.553 -4.738 -1.880 0.37 1.08 -0.44
C -5.330 -4.848 -0.400 -0.16 0.42 0.52
O -5.682 -6.204 -0.138 0.07 -0.42 -0.49
C -5.458 -6.895 -1.289 0.10 -0.79 0.06
O -5.461 -8.089 -1.372 0.15 0.77 0.14
O -5.228 -6.052 -2.333 -0.21 -0.58 0.52
H -4.887 -3.668 -3.622 -0.08 0.02 0.09
H -4.843 -2.711 -2.129 0.00 -0.15 0.05
H -3.619 -3.960 -2.448 -0.10 0.04 0.21
H -6.607 -4.549 -2.113 0.02 -0.08 0.11
H -5.966 -4.167 0.169 0.02 -0.21 0.04
H -4.288 -4.694 -0.102 -0.03 0.07 -0.18
C -7.820 -8.606 -2.867 -0.37 0.24 0.18
C -8.993 -8.845 -3.793 0.90 -0.17 0.79
C -8.600 -9.035 -5.228 0.24 -0.50 -0.32
O -9.751 -8.571 -5.926 -0.26 0.36 0.24
C -10.360 -7.662 -5.115 -0.71 0.60 -0.20
O -11.242 -6.932 -5.460 0.57 -0.48 0.20
O -9.831 -7.691 -3.860 -0.35 -0.01 -0.70
H -8.169 -8.478 -1.840 0.07 -0.15 -0.07
H -7.117 -9.440 -2.894 -0.07 0.08 0.00
H -7.291 -7.688 -3.133 -0.04 -0.18 -0.20
H -9.598 -9.682 -3.428 -0.02 0.02 -0.13
H -8.398 -10.080 -5.469 -0.15 0.12 -0.11
H -7.741 -8.428 -5.530 -0.01 0.01 0.19
C 0.206 1.746 -6.072 0.24 -0.24 -0.32
C 0.430 1.098 -4.723 -0.50 0.43 -0.93
C 0.449 2.072 -3.582 -0.46 0.42 0.22
O 1.294 1.419 -2.637 0.30 -0.37 -0.63
C 2.132 0.620 -3.350 0.76 -0.45 0.02
O 3.097 0.079 -2.892 -0.97 0.18 -0.48
O 1.733 0.519 -4.648 0.21 0.00 0.79
H 0.199 0.988 -6.859 -0.11 0.06 0.08
H -0.744 2.285 -6.100 0.04 -0.07 0.07
H 1.015 2.440 -6.313 -0.08 0.02 0.19
H -0.305 0.302 -4.560 0.04 0.03 0.09
H -0.544 2.241 -3.160 0.15 -0.04 0.14
H 0.895 3.038 -3.838 -0.04 -0.08 -0.10
```
Forces are in eV/Å.

Values from the calculation:
**LUMO level**: -0.26 eV
**SMILES**: COCCC[C@]1(N)[C@@H](CCC(N)=O)[C@@](CCCCCOC(C)=O)([C@@H](Br)[C@@H](C)Br)[C@@](COC)(P(O)O)OS1(=O)=O.C[C@@H]1COC(=O)O1.C[C@@H]1COC(=O)O1.C[C@@H]1COC(=O)O1.C[C@@H]1COC(=O)O1
**Total energy**: -9178.3911 a.u.
**E_HOMO**: -8.559 eV
**Kohn-Sham gap**: 8.30 eV
**F_max**: 6.58 eV Å⁻¹

Here are the Mulliken charges for atoms 1 to 6, given in e: C -0.5333; O -0.3757; C -0.5094; C -0.7178; C -0.3134; C -0.2516